--- a ---
DFT (wB97M-V/def2-TZVPD) results for 2 unconnected molecules or ions with the total composition C2H3NO3S.

Geometry as XYZ:
```
10
Properties=species:S:1:pos:R:3:mulliken_charge:R:1
S -1.39259 -1.58505 -0.89213 0.76
O -0.61319 -1.84079 -2.05741 -0.40
O -0.76607 -0.23767 1.67513 -0.28
O -2.36678 -0.55613 -0.97352 -0.37
N -0.50954 0.90624 1.42474 0.01
C 0.33525 1.11054 0.33608 -0.11
C 1.38514 0.27549 0.19044 -0.51
H 1.48072 -0.48261 0.86201 0.33
H 2.36204 0.48138 -0.23046 0.27
H 0.08502 1.92860 -0.33489 0.30
```

Properties
- HOMO-LUMO gap (alpha / beta) (hartree) = 0.318 / 0.318
- multiplicity = 1
- E_HOMO (alpha / beta) (eV) = -9.679 / -9.678
- E_LUMO (alpha / beta) (eV) = -1.0 / -1.0

***

--- b ---
DFT (wB97M-V/def2-TZVPD) results for a single C2H3NO3S molecule.

Geometry as XYZ:
```
10
Properties=species:S:1:pos:R:3:mulliken_charge:R:1
S 1.13978 -0.50223 0.03421 0.97
O 1.73316 -1.18742 1.13776 -0.52
O 1.57655 -0.79384 -1.29064 -0.50
O 1.12902 1.38673 0.12004 -0.24
N -0.09957 1.64946 -0.31072 -0.19
C -0.63544 -0.56599 0.15312 -0.40
C -0.99111 0.78956 -0.35152 -0.21
H -1.98434 1.13331 -0.45522 0.42
H -0.87260 -0.39551 1.19967 0.27
H -0.99545 -1.51408 -0.23671 0.39
```

Properties
- HOMO-LUMO gap (hartree) = 0.398
- multiplicity = 1
- E_HOMO (eV) = -10.538
- E_LUMO (eV) = 0.3

***

--- c ---
DFT (wB97M-V/def2-TZVPD) results for 2 unconnected molecules or ions with the total composition C2H3NO3S.

Geometry as XYZ:
```
10
Properties=species:S:1:pos:R:3:mulliken_charge:R:1
S -0.74057 0.54863 -2.48651 -0.20
O 1.20036 -0.84292 -0.91120 -0.57
O -0.17635 0.14004 2.23422 -0.39
O -1.34295 1.39094 0.17682 -0.59
N 0.66315 -0.42313 1.14217 -0.28
C -0.60046 0.71938 -0.67246 0.50
C 0.46634 -0.25512 -0.18839 0.47
H 0.96067 -1.75386 1.48163 0.37
H 0.67181 0.19621 -2.24171 0.27
H -1.10200 0.27983 1.46542 0.43
```

Properties
- HOMO-LUMO gap (hartree) = 0.322
- multiplicity = 1
- E_HOMO (eV) = -10.087
- E_LUMO (eV) = -1.3

***

Which of them is most stable? Easy: b.

***

--- a ---
DFT (wB97M-V/def2-TZVPD) results for a single C24H32N2O3 molecule.

Geometry as XYZ:
```
61
Properties=species:S:1:pos:R:3:mulliken_charge:R:1
O -5.00570 1.11816 -0.05192 -0.42
O -3.20832 2.46507 1.07283 -0.51
O 0.06044 1.86501 1.67101 -0.62
N 0.63560 2.56329 -0.40421 -0.07
N 3.50674 -0.61926 -0.13188 0.27
C -3.74305 0.83739 -0.47746 0.97
C 0.99846 -1.86636 1.81247 -0.39
C 5.21257 0.88205 -1.04369 -0.72
C -3.11355 -3.61917 -0.34783 -1.47
C -0.36398 -2.08616 1.81954 -0.98
C 2.01939 2.86512 -0.11201 -1.32
C 1.75225 -2.12134 0.67304 0.61
C 4.92591 -0.31750 -0.14355 -0.75
C -2.72008 1.57075 0.18367 0.39
C 3.22645 -1.82533 0.64158 -1.41
C -3.42745 -0.06769 -1.47080 -0.72
C -2.09992 -0.27508 -1.82547 -1.10
C -2.51299 -2.76761 0.76352 -0.03
C -2.37036 3.39967 1.70763 -0.87
C 2.93610 1.71791 -0.55777 1.06
C -6.07523 0.40939 -0.62455 -0.90
C -0.18780 1.94607 0.48384 -0.27
C -1.10303 0.41442 -1.18247 -0.57
C -0.26433 -2.83666 -0.43895 -0.27
C -1.39259 1.34374 -0.17261 1.50
C 1.10143 -2.60918 -0.45049 -0.85
C 2.76378 0.51956 0.37149 -0.28
C 4.41243 2.10149 -0.59205 -1.04
C -1.02075 -2.57354 0.69437 0.88
H -3.04423 4.09039 2.21390 0.29
H 2.29209 3.79294 -0.62341 0.40
H 1.67247 -2.80644 -1.34631 0.42
H -6.96973 0.77164 -0.12047 0.24
H 2.09542 3.01315 0.96713 0.33
H 1.71142 0.24114 0.42813 -0.43
H -0.73512 -3.22151 -1.32997 0.34
H 0.39378 2.49535 -1.38151 0.33
H -2.62496 -4.59002 -0.39435 0.40
H -1.70913 2.92517 2.43667 0.32
H -0.93291 -1.86902 2.71216 0.38
H -1.76111 3.94871 0.98197 0.32
H -1.85681 -0.98163 -2.60334 0.44
H -2.98041 -1.77731 0.74952 0.06
H 4.57905 2.93693 -1.27550 0.36
H 4.73399 2.40968 0.40538 0.36
H 3.76256 -2.64980 0.16025 0.57
H 2.64071 1.41013 -1.56817 0.12
H 1.48118 -1.48108 2.69911 0.28
H -0.07081 0.21561 -1.43051 0.20
H -4.20279 -0.61716 -1.97981 0.39
H 4.93167 0.62748 -2.06707 0.36
H 5.29694 -0.10430 0.87756 0.37
H 5.46106 -1.19431 -0.51916 0.43
H -2.75395 -3.22146 1.72898 0.50
H 3.09096 0.80126 1.38928 0.03
H -3.01319 -3.12800 -1.31212 0.22
H 6.28206 1.09906 -1.02527 0.41
H -5.97944 -0.66924 -0.45990 0.33
H 3.60253 -1.72823 1.67675 0.35
H -4.17330 -3.77898 -0.15842 0.40
H -6.16245 0.60567 -1.69877 0.35
```

Properties
- HOMO-LUMO gap (hartree) = 0.325
- multiplicity = 1
- E_HOMO (eV) = -8.026
- E_LUMO (eV) = 0.8

***

--- b ---
DFT (wB97M-V/def2-TZVPD) results for a single C24H32N2O3 molecule.

Geometry as XYZ:
```
61
Properties=species:S:1:pos:R:3:mulliken_charge:R:1
O 6.58639 -1.13761 1.51900 -0.46
O -3.06796 0.48498 -1.83834 -0.54
O -1.27702 -2.55195 -2.41997 -0.72
N -0.78972 -0.73388 -1.15730 0.26
N 0.98392 1.19528 -0.48783 0.33
C 0.45175 -1.18871 -0.58604 -1.71
C 1.66403 2.30316 -1.13097 -0.79
C -0.06474 2.67780 1.12915 -0.65
C 5.28188 -0.44009 -0.42471 -0.47
C 2.86647 -0.43504 -0.22234 -0.11
C 5.40765 -0.88598 0.88526 0.90
C 1.52573 -0.11784 -0.84719 -0.21
C -4.65651 -1.25787 1.01262 0.58
C -3.95872 -1.06875 -0.17317 -0.29
C -5.12890 -0.15437 1.72537 1.06
C 0.55564 3.89240 0.44854 -0.82
C 4.25134 -1.10408 1.63474 -0.96
C -5.89600 -0.33534 3.00009 -1.49
C 0.82995 1.45518 0.93195 -0.64
C -4.89844 -2.64921 1.51288 -1.70
C -3.72965 0.20709 -0.66823 0.60
C -1.50128 -1.41172 -2.06818 0.63
C 4.02370 -0.22001 -0.95831 -0.66
C -2.66696 -0.59531 -2.64610 -0.66
C 3.00529 -0.88190 1.08908 0.02
C 0.80785 3.56238 -1.01793 -0.75
C -4.87665 1.11806 1.22969 -0.88
C -4.18757 1.30774 0.04966 -0.85
C 7.78473 -0.95389 0.80580 -0.85
H 7.83586 -1.60852 -0.07030 0.34
H -0.14563 3.38516 -1.51875 0.26
H 1.50274 4.13881 0.93512 0.35
H 2.13530 -1.06686 1.69936 0.31
H 1.31118 4.39133 -1.51837 0.39
H -0.10418 4.75733 0.53601 0.38
H 1.80405 1.63283 1.42097 0.45
H 3.94774 0.12408 -1.98030 0.38
H -1.04515 2.47516 0.69324 0.11
H -4.48588 -2.77530 2.51328 0.34
H -6.79720 -0.92260 2.82556 0.33
H -5.29646 -0.86371 3.74098 0.32
H 0.72794 -2.12985 -1.06589 0.51
H -4.00233 2.29741 -0.33735 0.50
H 4.35858 -1.45237 2.64991 0.44
H 0.31497 -1.37166 0.48342 0.32
H 1.81186 2.05741 -2.18589 0.45
H -3.59285 -1.93661 -0.70005 0.35
H 7.91007 0.08695 0.48963 0.33
H 8.58304 -1.21713 1.49787 0.25
H -5.96732 -2.85401 1.56914 0.34
H -6.18620 0.62716 3.41341 0.38
H -4.43987 -3.38186 0.85413 0.39
H -3.50156 -1.26887 -2.87395 0.38
H -5.23222 1.97986 1.77615 0.31
H 1.66446 -0.08115 -1.93560 0.87
H -2.32582 -0.14530 -3.58422 0.35
H 6.14963 -0.26262 -1.04038 0.40
H -0.19722 2.86183 2.19660 0.41
H -0.97934 0.24999 -1.00965 0.20
H 0.36141 0.59170 1.40529 0.35
H 2.65574 2.48930 -0.68107 0.34
```

Properties
- HOMO-LUMO gap (hartree) = 0.331
- multiplicity = 1
- E_HOMO (eV) = -8.262
- E_LUMO (eV) = 0.8

***

Which of them is most stable? Easy: b.